No. 1
Entry from the Open Molecules 2025 dataset: a 3-piece molecular cluster, C23H20IN4O12S overall (wB97M-V/def2-TZVPD).

Geometry as XYZ:
```
61
Properties=species:S:1:pos:R:3:nbo_charge:R:1
O 1.29 2.56 5.48 -0.497
C 0.37 1.65 5.10 0.394
I 0.36 -0.33 6.13 0.165
C -0.73 1.93 3.91 -0.580
C -0.13 1.66 2.40 0.047
C 1.44 1.15 2.19 -0.139
C 1.85 0.91 0.59 0.026
N 0.94 1.14 -0.57 -0.144
N -0.33 1.54 -0.30 -0.165
C -1.23 1.72 -1.55 0.025
O -0.61 0.89 -2.64 -0.217
O -1.28 -0.25 -2.52 -0.427
C -1.03 1.85 1.00 0.280
C -2.60 2.31 1.19 -0.502
C -2.94 3.79 0.58 -0.530
S -4.46 3.67 -0.57 0.236
C -5.80 2.61 0.21 0.241
N -6.93 2.94 1.17 -0.178
N -7.50 1.65 1.34 -0.249
C -6.81 0.52 0.55 0.223
O -5.72 1.19 -0.19 -0.459
H -1.62 1.16 4.09 0.274
H -1.21 3.00 4.05 0.291
H 2.18 0.99 3.09 0.294
H 2.96 0.56 0.38 0.291
H -2.30 1.29 -1.40 0.256
H -1.22 2.86 -1.90 0.237
H -0.95 -0.75 -1.69 0.461
H -2.98 2.24 2.29 0.274
H -3.24 1.51 0.58 0.274
H -3.14 4.59 1.45 0.266
H -2.07 4.18 -0.13 0.248
H -7.12 -0.62 0.56 0.273
C 6.67 -0.72 -2.82 -0.336
C 6.12 -0.72 -1.60 0.279
C 5.84 0.55 -0.88 0.490
O 5.32 0.53 0.23 -0.582
C 6.22 1.81 -1.54 -0.376
C 6.77 1.81 -2.75 0.319
C 7.03 0.54 -3.49 0.463
O 7.52 0.57 -4.61 -0.493
O 7.13 2.99 -3.38 -0.630
O 5.79 -1.90 -0.97 -0.638
H 6.88 -1.64 -3.36 0.256
H 6.03 2.73 -1.00 0.248
H 7.51 2.73 -4.24 0.509
H 5.40 -1.63 -0.10 0.497
C -1.04 -5.62 -0.55 -0.329
C -0.56 -4.39 -0.32 0.277
C -1.47 -3.24 -0.05 0.498
O -1.00 -2.13 0.17 -0.607
C -2.92 -3.49 -0.08 -0.380
C -3.40 -4.72 -0.31 0.327
C -2.49 -5.87 -0.54 0.461
O -2.95 -6.99 -0.74 -0.484
O -4.76 -4.96 -0.33 -0.631
O 0.80 -4.14 -0.32 -0.634
H -0.39 -6.46 -0.74 0.259
H -3.57 -2.65 0.10 0.239
H -4.85 -5.92 -0.52 0.512
H 0.89 -3.18 -0.13 0.496
```

For the max |F|, the calculation gives 9.3 eV/A. The value obtained for the molecular weight is 703.40 g/mol. Its HOMO-LUMO gap is 6.7 eV. The charge is +1.


No. 2
Entry from the Open Molecules 2025 dataset: C23H20MoN2O4P as an isolated structure (wB97M-V/def2-TZVPD).

Geometry as XYZ:
```
51
Properties=species:S:1:pos:R:3:nbo_charge:R:1
Mo 0.84 -0.28 0.23 1.160
N -1.30 -0.64 -0.44 -0.784
C -2.03 0.59 -0.85 -0.345
C -1.34 1.77 -0.23 0.671
O -1.79 2.84 -0.03 -0.397
N 0.04 1.45 0.08 -0.515
C 0.83 2.62 0.47 -0.384
C 2.16 2.16 1.02 0.789
O 3.08 2.73 1.42 -0.340
O 2.21 0.66 0.94 -0.576
H -1.34 -1.34 -1.19 0.440
H -1.82 -1.08 0.32 0.431
H -3.08 0.57 -0.55 0.283
H -1.99 0.70 -1.94 0.276
H 0.30 3.22 1.21 0.312
H 1.03 3.28 -0.39 0.303
O 0.10 0.74 2.97 -0.398
C 0.25 -0.34 2.55 0.613
C 0.19 -1.65 3.21 -0.211
C 0.01 -1.67 4.59 -0.103
C -0.06 -2.90 5.24 -0.130
C 0.04 -4.09 4.52 -0.135
C 0.23 -4.07 3.14 -0.088
C 0.31 -2.85 2.49 -0.418
P 0.58 -2.70 0.75 1.312
C -0.27 -3.88 -0.26 -0.398
C 0.40 -4.59 -1.27 -0.199
C -0.32 -5.50 -2.02 -0.165
C -1.67 -5.70 -1.78 -0.108
C -2.33 -5.00 -0.77 -0.184
C -1.63 -4.08 -0.01 -0.209
C 2.25 -2.35 0.26 -0.436
C 3.34 -2.25 1.12 -0.052
C 4.52 -1.67 0.66 -0.124
C 4.61 -1.13 -0.61 -0.126
C 3.51 -1.17 -1.48 -0.081
C 2.32 -1.77 -1.05 -0.364
H -0.09 -0.75 5.15 0.271
H -0.21 -2.93 6.31 0.275
H -0.02 -5.04 5.04 0.271
H 0.30 -5.00 2.59 0.247
H 1.46 -4.47 -1.43 0.235
H 0.18 -6.07 -2.79 0.263
H -2.22 -6.42 -2.37 0.265
H -3.38 -5.18 -0.58 0.263
H -2.14 -3.57 0.81 0.226
H 3.27 -2.63 2.13 0.253
H 5.38 -1.64 1.32 0.277
H 5.53 -0.67 -0.95 0.279
H 3.59 -0.78 -2.48 0.272
H 1.53 -1.96 -1.78 0.282
```

For the max |F|, the calculation gives 0.1 eV/A. The value obtained for the molecular weight is 515.34 g/mol. Its HOMO-LUMO gap is 6.1 eV. The charge is +3.